C15H24N2O in the gas phase, computed with the ωB97M-V functional and the def2-TZVPD basis.

Structure (XYZ):
```
42
Properties=species:S:1:pos:R:3:lowdin_charge:R:1
C -5.6621 -1.9804 -0.3784 -0.115
C -4.1453 -2.0102 -0.2307 -0.270
C -3.5680 -0.7210 0.3561 -0.231
C -3.7170 0.4835 -0.5736 -0.210
C -3.0285 1.7498 -0.0426 -0.208
C -1.6695 2.0417 -0.6843 -0.210
C -0.5791 1.0037 -0.4215 -0.210
C -0.1452 0.9494 1.0416 -0.204
C 0.9962 -0.0435 1.2538 -0.113
C 2.3118 0.4771 0.6939 -0.459
O 2.5135 1.6352 0.4172 0.083
N 3.2483 -0.5151 0.5692 0.121
C 4.5702 -0.4162 0.1366 -0.203
C 5.1619 0.7698 -0.2940 0.001
C 6.4850 0.7362 -0.6999 -0.056
C 7.1705 -0.4681 -0.6646 -0.164
N 6.6146 -1.5979 -0.2579 0.054
C 5.3569 -1.5717 0.1292 -0.104
H 4.9451 -2.5208 0.4540 0.110
H 8.2047 -0.5407 -0.9720 0.100
H 6.9731 1.6368 -1.0386 0.102
H 4.5949 1.6857 -0.3057 0.100
H 2.9705 -1.4473 0.8457 0.141
H 0.7529 -1.0036 0.7920 0.119
H 1.1473 -0.2119 2.3245 0.126
H -0.9867 0.6623 1.6735 0.103
H 0.1938 1.9397 1.3498 0.119
H 0.2917 1.2654 -1.0263 0.113
H -0.9216 0.0183 -0.7442 0.105
H -1.8112 2.1278 -1.7646 0.110
H -1.3168 3.0110 -0.3238 0.112
H -2.9207 1.6805 1.0407 0.102
H -3.6687 2.6121 -0.2429 0.105
H -3.3104 0.2339 -1.5561 0.114
H -4.7805 0.6877 -0.7050 0.102
H -4.0674 -0.5051 1.3041 0.116
H -2.5111 -0.8848 0.5717 0.091
H -3.6904 -2.1971 -1.2066 0.105
H -3.8734 -2.8424 0.4240 0.102
H -6.1323 -1.7514 0.5757 0.073
H -5.9698 -1.2313 -1.1030 0.063
H -6.0272 -2.9476 -0.7167 0.067
```

Summary:
SMILES	CCCCCCCCCC(=O)Nc1cccnc1

=====

C15H24N3OPS2 in the gas phase at a distorted geometry, computed with the ωB97M-V functional and the def2-TZVPD basis.

Structure (XYZ):
```
46
Properties=species:S:1:pos:R:3:lowdin_charge:R:1
O 1.4791 -0.8034 1.1029 -0.267
S -3.0675 -0.0490 0.3004 0.706
S -2.7769 1.4116 2.8330 1.013
C -2.1056 0.3547 1.5757 -1.073
C 0.2861 4.0049 3.5843 -0.074
C 1.2784 3.4720 2.7244 -0.083
C -1.0270 3.4427 3.7230 -0.066
C 0.9864 2.3140 2.0120 -0.017
C -1.2775 2.3100 2.9306 -0.464
C -0.2834 1.6598 2.1435 -0.242
N -0.7546 0.5054 1.5096 -0.144
N 0.8051 0.4944 -0.9828 -0.240
N -0.4848 -1.8465 -0.1905 -0.248
C 2.4532 0.5290 -2.7364 -0.100
C -1.2112 0.5979 -2.2954 -0.103
C 0.0184 -2.8086 -2.3322 -0.088
C -1.7135 -3.8911 0.3901 -0.052
C 2.2495 0.6523 -1.2599 -0.287
C -0.1014 1.4737 -1.4386 -0.228
C 0.5520 -2.5091 -0.9352 -0.313
C -1.0596 -2.5725 0.9421 -0.283
P 0.2760 -0.4094 0.4130 0.671
H 0.5736 4.7849 4.2889 0.097
H 2.2747 3.9074 2.5713 0.111
H -1.7921 3.7715 4.4146 0.104
H 1.8378 2.0375 1.3811 0.102
H 1.9497 -0.4303 -3.0082 0.073
H 2.0792 1.2888 -3.3899 0.059
H 3.5716 0.3945 -2.8779 0.098
H -1.7079 -0.1953 -1.7496 -0.035
H -0.8100 0.0743 -3.1580 0.043
H -1.9842 1.2358 -2.7384 0.060
H -1.0537 -3.1083 -2.3747 0.077
H 0.6257 -3.6552 -2.7340 0.082
H 0.1051 -1.8261 -2.8957 0.057
H -2.2620 -4.2752 1.2061 0.054
H -2.4068 -3.4758 -0.3285 0.073
H -1.0425 -4.6407 0.0825 0.055
H 2.8688 -0.0752 -0.6014 0.135
H 2.5680 1.6746 -0.9272 0.110
H 0.3023 2.3261 -2.1151 0.147
H -0.5876 1.9187 -0.6078 0.064
H 1.5668 -1.9365 -1.0848 0.129
H 0.8043 -3.4375 -0.4057 0.113
H -0.1807 -2.7650 1.6195 0.124
H -1.8209 -1.9256 1.4192 0.048
```

Summary:
SMILES	CCN(CC)P(=O)(N(CC)CC)n1c(=S)sc2ccccc21

=====

C15H24N4O3S in the gas phase at a distorted geometry, computed with the ωB97M-V functional and the def2-TZVPD basis.

Structure (XYZ):
```
47
Properties=species:S:1:pos:R:3:lowdin_charge:R:1
C 1.7415 3.7838 -1.9261 -0.115
C 0.4239 4.1729 -1.2660 -0.261
C -0.1717 3.0547 -0.4116 -0.212
C 0.6655 2.7387 0.8273 -0.172
H 1.6056 2.2635 0.5420 0.089
H 0.8990 3.6646 1.3550 0.123
C -0.0805 1.8211 1.7999 -0.140
N -0.3782 0.5459 1.2016 -0.014
C 0.4602 -0.4944 1.0192 -0.597
N -0.0913 -1.5084 0.3664 0.145
C -1.3517 -1.1011 0.1077 -0.215
C -1.5690 0.1756 0.6091 -0.076
C -2.8341 0.8310 0.4928 -0.406
O -3.1650 1.9259 0.8997 0.068
N -3.7291 0.0097 -0.1943 0.210
C -3.5594 -1.2596 -0.7178 -0.473
O -4.4589 -1.8333 -1.2867 0.078
N -2.3082 -1.8131 -0.5471 0.007
C -2.0206 -3.1402 -1.0438 -0.002
H -1.1603 -3.1029 -1.7115 0.095
H -1.7945 -3.8072 -0.2115 0.097
H -2.9012 -3.4920 -1.5772 0.090
H -4.6594 0.3913 -0.3268 0.169
S 2.0835 -0.4845 1.6273 1.008
C 2.6338 -2.1568 1.1217 -0.387
C 3.8707 -2.1354 0.2199 -0.283
O 3.5980 -2.0739 -1.1554 -0.150
C 3.0174 -0.8787 -1.6457 -0.265
C 3.8745 0.3685 -1.4453 -0.074
H 3.4646 1.1839 -2.0342 0.061
H 3.8925 0.6747 -0.4015 0.043
H 4.8928 0.1761 -1.7750 0.083
H 2.8947 -1.0739 -2.7141 0.123
H 2.0206 -0.7281 -1.2107 0.090
H 4.3984 -3.0861 0.3418 0.127
H 4.5447 -1.3266 0.5338 0.110
H 1.7827 -2.6111 0.6165 0.070
H 2.8569 -2.6901 2.0443 0.076
H -1.0329 2.2733 2.0841 0.128
H 0.5292 1.6461 2.6918 0.115
H -0.2739 2.1556 -1.0251 0.115
H -1.1725 3.3507 -0.0903 0.108
H 0.5751 5.0587 -0.6455 0.107
H -0.2967 4.4343 -2.0438 0.106
H 1.6121 2.8850 -2.5262 0.068
H 2.0870 4.5822 -2.5788 0.070
H 2.5120 3.5982 -1.1821 0.063
```

Summary:
SMILES	CCCCCn1c(SCCOCC)nc2c1c(=O)[nH]c(=O)n2C

=====

For each record above, in turn, the calculated energy relative to the best compared isomer or geometry (same formula, charge and spin) values are 7.9; 57.6; 18.3 kcal per mole.